(1)
A 2-piece molecular cluster, C5H12O2S overall at a distorted geometry, computed with ωB97M-V with the def2-TZVPD basis set.

XYZ file:
```
20
Properties=species:S:1:pos:R:3:forces:R:3
C 0.369755 -2.106184 -1.313528 -1.68 0.42 0.82
C 0.252823 -0.595817 -1.561603 2.41 -0.17 1.87
C -0.504195 0.171419 -0.481113 0.68 0.19 -1.52
S -2.075252 0.487405 -0.620601 -0.30 -0.02 -0.12
C 0.339698 0.811118 0.538470 -0.38 1.50 4.02
C 0.267057 2.359791 0.562328 0.12 1.68 -1.79
O 1.681569 0.414661 0.405301 0.84 0.02 0.33
H 1.104212 -2.573196 -1.900145 1.45 -0.40 -0.45
H 0.444946 -2.300942 -0.255639 0.58 -0.33 0.31
H -0.545262 -2.614158 -1.631065 -0.25 0.26 0.10
H 1.277313 -0.156536 -1.796672 -1.35 -0.40 0.69
H -0.306354 -0.531558 -2.392800 -1.95 0.64 -3.08
H -0.042243 0.577708 1.638048 0.65 -0.14 -2.37
H 0.707271 2.772832 -0.414653 -0.90 -0.63 0.95
H -0.781650 2.812328 0.693349 1.65 -0.94 -0.06
H 0.993016 2.804543 1.283718 -0.78 -0.60 0.07
H 2.225527 0.933816 1.027711 -0.48 -0.41 -0.43
O -1.498854 -0.952653 1.866938 -0.44 -3.35 -1.26
H -2.037460 -1.800062 1.757653 1.06 1.81 0.29
H -1.871916 -0.514522 2.594296 -0.94 0.90 1.65
```
Forces are in eV/Å.

Structure (SMILES) ... CCC(=S)[C@H](C)O.O
LUMO ... 0.142 eV
Gap between HOMO and LUMO ... 0.30855 hartree
Spin multiplicity ... 1

=====

(2)
A 2-piece molecular cluster, C5H12O2S overall at a distorted geometry, computed with ωB97M-V with the def2-TZVPD basis set.

XYZ file:
```
20
Properties=species:S:1:pos:R:3:forces:R:3
C 1.336927 -2.331116 -1.820320 1.09 1.18 1.11
S 0.129769 -2.408484 -0.483272 -0.98 -0.71 -0.16
C 0.300600 -1.066292 0.766529 0.81 0.13 -1.58
C 1.278317 0.084796 0.395189 0.51 -0.79 0.90
C 0.721733 1.497579 0.165491 0.71 0.41 -0.30
C -0.690767 1.701659 0.623182 -0.41 1.27 0.36
O -0.997806 2.589657 1.393101 0.15 -0.35 -0.21
H 2.340514 -2.580373 -1.465156 -0.13 -0.52 -0.08
H 0.996728 -3.026162 -2.577621 -0.04 0.15 -0.14
H 1.471765 -1.299427 -2.154545 -0.51 -0.20 -0.59
H 0.664194 -1.599774 1.636847 -0.34 0.35 0.33
H -0.715969 -0.700954 0.825206 -0.07 -0.19 0.61
H 1.964243 -0.267700 -0.375489 -0.21 0.33 -0.25
H 1.924679 0.117946 1.277045 0.03 0.38 -0.07
H 1.357539 2.249046 0.643062 -0.25 -0.28 0.81
H 0.879313 1.915535 -0.837227 -0.73 -0.82 -0.48
H -1.530930 1.102574 0.236829 0.40 -0.39 -0.35
O -4.082616 1.264103 0.366042 -0.54 -0.13 -0.65
H -3.735975 0.654996 1.019023 0.28 0.38 0.23
H -3.612260 2.102391 0.366084 0.23 -0.21 0.51
```
Forces are in eV/Å.

Structure (SMILES) ... CSCCCC=O.O
LUMO ... 0.669 eV
Gap between HOMO and LUMO ... 0.33974 hartree
Spin multiplicity ... 1

=====

(3)
An isolated molecule of C5H12O2SSi at a distorted geometry, computed with ωB97M-V with the def2-TZVPD basis set.

XYZ file:
```
21
Properties=species:S:1:pos:R:3:forces:R:3
C 1.070400 -1.774452 -1.769732 0.67 2.45 -1.94
O 0.713414 -0.525636 -1.122939 0.10 -0.99 0.34
Si 0.116736 -0.378069 0.424892 1.09 -2.56 0.41
C 1.469813 -0.823921 1.751188 -0.34 1.09 -0.88
C -1.395865 -1.455248 0.855974 1.14 2.57 -0.82
O -0.047967 1.267947 0.519590 0.35 0.89 1.05
C -0.833749 1.884041 -0.334666 -0.79 -0.86 -0.92
C -0.745698 3.332538 -0.372117 -0.92 -0.46 -3.67
S -1.775047 1.062326 -1.352172 -1.02 -0.43 -0.63
H 1.470653 -2.436971 -1.017100 0.12 -0.63 -0.22
H 0.204314 -2.159585 -2.373284 0.71 0.06 0.88
H 1.886778 -1.439682 -2.570702 -1.50 -1.13 1.80
H 1.577398 -1.914433 1.927368 0.07 0.67 -0.35
H 2.428735 -0.332911 1.367330 -1.08 -0.77 1.01
H 1.088852 -0.381084 2.711345 0.69 -0.20 -0.75
H -2.186767 -0.766256 1.064253 -0.89 0.26 -0.23
H -1.585789 -2.065115 0.026398 -0.70 -0.79 -1.30
H -1.292135 -2.039664 1.698068 0.65 -1.33 1.91
H 0.153404 3.523383 -0.897620 1.57 0.63 0.21
H -1.473503 3.744306 -1.102188 0.00 -0.33 0.96
H -0.843976 3.678485 0.566115 0.10 1.87 3.15
```
Forces are in eV/Å.

Structure (SMILES) ... CO[Si](C)(C)OC(C)=S
LUMO ... 0.700 eV
Gap between HOMO and LUMO ... 0.33778 hartree
Spin multiplicity ... 1

=====

Q: Which value of spin multiplicity does entry 2 give?
A: 1

=====

Q: Which formula does entry 2 have?
A: C5H12O2S

=====

Q: Which of these has the highest gap between HOMO and LUMO?
A: number 2